The following is a DFT calculation (wB97M-V/def2-TZVPD) of a molecular structure, C42H35F13N8Tl in a non-equilibrium geometry.

For the orbital gap, the calculation gives 5.720 eV. As for the HOMO energy: -3.67 eV. Its charge is -1. The electronic energy is -3530.10343 hartree.

Last column: Löwdin charge in e.
CARTESIAN COORDINATES (ANGSTROEM)
Tl -0.093 0.399 0.255  0.946
C 0.129 -3.130 0.910  -0.175
C -1.203 -2.811 1.625  -0.145
C -1.007 -2.375 3.052  -0.282
C -0.991 -3.302 4.090  -0.020
C -0.755 -2.863 5.380  -0.074
C -0.566 -1.509 5.601  -0.072
C -0.635 -0.657 4.510  -0.141
N -0.848 -1.071 3.267  0.104
N 0.164 -2.593 -0.448  -0.177
C -0.963 -3.027 -1.250  -0.146
C -1.350 -2.024 -2.301  -0.263
C -1.361 -2.314 -3.657  -0.017
C -1.789 -1.335 -4.545  -0.055
C -2.205 -0.110 -4.049  -0.052
C -2.150 0.091 -2.677  -0.149
N -1.731 -0.840 -1.827  0.069
C 1.435 -2.852 -1.123  -0.099
C 2.042 -1.697 -1.895  -0.261
C 2.815 -1.951 -3.022  -0.034
C 3.500 -0.906 -3.618  -0.073
C 3.388 0.365 -3.076  -0.059
C 2.565 0.533 -1.977  -0.175
N 1.908 -0.472 -1.403  0.061
H 0.956 -2.681 1.459  0.119
H 0.291 -4.221 0.906  0.130
H -1.702 -1.993 1.099  0.057
H -1.851 -3.690 1.619  0.113
H -1.151 -4.352 3.881  0.112
H -0.708 -3.569 6.200  0.103
H -0.368 -1.121 6.590  0.097
H -0.524 0.414 4.644  0.105
H -0.770 -4.004 -1.726  0.124
H -1.829 -3.144 -0.596  0.112
H -1.043 -3.286 -4.012  0.109
H -1.794 -1.527 -5.610  0.105
H -2.531 0.682 -4.709  0.107
H -2.435 1.042 -2.235  0.113
H 2.183 -3.143 -0.379  0.101
H 1.331 -3.700 -1.816  0.128
H 2.888 -2.956 -3.418  0.128
H 4.116 -1.081 -4.491  0.121
H 3.916 1.206 -3.503  0.132
H 2.414 1.511 -1.531  0.103
C 2.379 3.604 0.255  -0.076
N 1.643 2.526 0.888  -0.305
C 0.523 3.066 1.647  -0.259
C -0.451 3.777 0.686  -0.266
N -0.517 3.009 -0.535  -0.063
C -0.810 3.605 -1.680  -0.231
C -0.554 2.936 -2.914  -0.164
F -0.061 1.675 -2.856  0.040
C -0.729 3.490 -4.159  -0.168
F -0.397 2.781 -5.256  0.088
C -1.231 4.774 -4.303  -0.175
F -1.373 5.339 -5.523  0.070
C -1.579 5.451 -3.150  -0.171
F -2.138 6.670 -3.252  0.089
C -1.392 4.893 -1.901  -0.139
F -1.885 5.606 -0.853  0.050
C 2.560 1.656 1.623  -0.211
C 3.421 0.856 0.626  -0.274
N 3.435 -0.557 0.930  0.063
C 4.012 -1.363 0.063  -0.237
C 4.106 -2.766 0.367  -0.199
F 3.638 -3.180 1.562  0.070
C 4.650 -3.714 -0.460  -0.168
F 4.692 -5.004 -0.066  0.088
C 5.164 -3.372 -1.704  -0.170
F 5.696 -4.309 -2.530  0.064
C 5.127 -2.037 -2.057  -0.205
F 5.630 -1.668 -3.254  0.073
C 4.591 -1.077 -1.224  -0.141
F 4.642 0.205 -1.685  0.013
H 2.766 4.323 0.999  0.094
H 1.740 4.134 -0.453  0.083
H 3.229 3.190 -0.290  0.086
H 0.860 3.786 2.412  0.118
H 0.021 2.239 2.159  0.050
H -0.067 4.792 0.523  0.102
H -1.434 3.873 1.166  0.107
H 1.988 0.935 2.211  0.084
H 3.199 2.241 2.306  0.114
H 4.442 1.265 0.610  0.119
H 2.990 1.036 -0.368  0.023
F -7.535 1.429 3.033  0.138
C -6.922 1.913 1.934  -0.588
F -7.782 1.772 0.914  0.136
F -6.756 3.231 2.137  0.146
C -5.614 1.220 1.684  -0.118
C -5.437 0.394 0.587  0.014
C -4.199 -0.211 0.423  -0.115
N -3.182 -0.034 1.258  0.062
C -3.371 0.752 2.315  -0.117
C -4.568 1.398 2.576  0.013
H -6.234 0.232 -0.124  0.118
H -4.009 -0.861 -0.423  0.101
H -2.519 0.859 2.977  0.091
H -4.677 2.031 3.446  0.124

---

The following is a DFT calculation (wB97M-V/def2-TZVPD) of a molecular structure, C7H13NP in a non-equilibrium geometry.

The energy relative to the best compared isomer or geometry (same formula, charge and spin) comes out at 0.387 eV. For the orbital gap, the calculation gives 7.704 eV. As for the HOMO energy: -12.42 eV. Its charge is +1. The electronic energy is -670.28784 hartree.

Last column: Löwdin charge in e.
CARTESIAN COORDINATES (ANGSTROEM)
C 1.321 1.093 -0.665  -0.177
C 0.530 0.141 -0.065  -0.280
C 3.853 1.098 0.920  -0.236
C -3.279 0.405 -0.588  0.029
C -2.073 -1.702 -0.039  -0.005
C -0.851 0.360 -0.348  -0.016
C 1.659 -0.845 0.459  -0.282
N -1.970 -0.302 -0.392  -0.156
P 2.894 0.212 -0.432  0.980
H 1.080 1.935 -1.381  0.116
H 3.314 0.712 1.755  0.019
H 3.776 2.192 0.839  0.058
H -3.711 0.564 0.366  0.094
H -3.186 1.345 -1.071  0.089
H -3.916 -0.307 -1.158  0.118
H -1.778 -2.300 -0.871  0.098
H -1.502 -1.879 0.986  0.155
H -3.140 -1.867 0.222  0.102
H -0.873 1.328 -0.854  0.134
H 4.829 0.731 0.964  0.010
H 1.518 -1.184 1.485  0.091
H 1.504 -1.733 -0.131  0.060

---

The following is a DFT calculation (wB97M-V/def2-TZVPD) of a single C3H6N4 molecule in a non-equilibrium geometry.

The energy relative to the best compared isomer or geometry (same formula, charge and spin) comes out at 4.999 eV. As for the SMILES: [H]/N=N\N/N=C\C=C. For the orbital gap, the calculation gives 9.164 eV. As for the HOMO energy: -8.89 eV. Its charge is 0. The electronic energy is -336.76553 hartree.

Last column: Löwdin charge in e.
CARTESIAN COORDINATES (ANGSTROEM)
H -0.695 -0.801 1.209  0.039
N -1.616 -1.146 0.817  0.024
N -2.171 -0.642 -0.112  -0.107
N -1.837 0.577 -0.491  -0.112
N -1.054 1.561 0.024  0.053
C 0.087 1.266 0.461  -0.188
C 0.840 0.025 0.269  -0.233
C 0.721 -0.769 -0.776  -0.004
H -2.373 0.958 -1.265  0.136
H 0.657 2.078 0.890  0.104
H 1.461 -0.244 1.129  0.110
H 1.544 -1.558 -0.746  0.090
H 0.207 -0.613 -1.747  0.088